Entry 1:
{"formula": "C40H36BBrIN13O2S4Sr", "method": "ωB97M-V/def2-TZVPD", "orbital_gap_ha": 0.236, "e_above_lowest_kcal_mol": 11.9, "total_charge": -2, "homo_energy_ha": -0.1018, "total_energy_ha": -6928.47994, "species": ["C", "H", "N", "I", "C", "C", "H", "H", "C", "Sr", "N", "H", "H", "C", "H", "H", "N", "C", "H", "H", "C", "C", "C", "O", "H", "H", "C", "H", "C", "H", "C", "H", "C", "H", "H", "H", "C", "N", "H", "C", "H", "C", "N", "N", "C", "H", "C", "H", "C", "H", "H", "N", "C", "C", "C", "C", "H", "N", "H", "C", "B", "C", "N", "S", "C", "N", "H", "C", "H", "H", "C", "C", "H", "C", "H", "N", "N", "C", "C", "C", "S", "S", "H", "H", "C", "H", "N", "C", "C", "H", "H", "C", "H", "C", "C", "S", "C", "Br", "O"], "positions_angstrom": [[-0.96, -0.52, 5.42], [-4.17, 0.77, 0.17], [4.39, 2.27, -1.86], [-4.31, 2.36, -2.38], [0.59, -2.25, 2.39], [-1.88, -2.91, 1.22], [-1.72, -4.74, 2.35], [4.44, 1.25, 0.18], [-6.10, 0.42, 1.03], [-0.46, 0.73, -1.01], [-2.96, 3.06, 2.30], [2.90, -3.74, -3.09], [1.53, 4.88, -2.31], [0.27, -4.20, -1.54], [6.06, 2.34, -3.18], [-5.67, -0.05, 1.91], [3.16, 3.74, -2.88], [-1.25, -3.79, 2.10], [0.11, -5.26, -1.41], [-0.85, 3.20, 6.42], [1.38, -3.58, -0.99], [-7.47, 0.59, 0.89], [-1.03, 2.20, 6.04], [-0.01, 1.38, 6.60], [-2.82, -3.18, 0.75], [1.33, 4.06, -3.85], [1.90, -1.94, 2.81], [-0.98, 2.20, 4.95], [-3.36, 2.06, 3.06], [-8.14, 0.21, 1.64], [-0.80, -1.83, 5.00], [-1.51, -3.91, -2.71], [-0.06, -1.33, 1.54], [-2.85, 4.46, -6.93], [-2.02, 1.87, 6.35], [-1.58, -2.27, 4.39], [1.70, 0.17, 1.72], [0.60, -3.91, 4.92], [-1.85, 0.01, 5.12], [-2.34, 2.74, 1.19], [2.12, -4.12, -0.42], [3.61, -3.05, -3.54], [-1.67, 0.45, -4.63], [-3.75, 1.25, 3.80], [1.18, -0.64, 6.53], [4.51, 4.21, -4.48], [4.75, -2.51, -1.37], [1.94, -0.15, 7.13], [2.47, -0.75, 2.46], [2.09, 1.15, 1.49], [4.43, -3.61, -4.01], [-1.74, 2.57, 0.22], [2.04, 4.59, -3.22], [1.50, -2.20, -1.15], [-7.10, 1.74, -1.18], [0.36, -2.54, 5.30], [3.47, -0.49, 2.75], [-1.06, -0.07, -3.54], [-2.72, 4.36, -5.16], [-5.73, 1.60, -1.05], [4.92, 1.16, -0.92], [3.20, 2.89, -1.82], [4.58, -0.29, -1.47], [-1.14, 2.86, -3.48], [-0.08, -3.46, 2.74], [0.50, -0.12, 1.26], [6.13, 1.26, -0.90], [-1.35, -1.65, 0.92], [2.45, -2.67, 3.39], [2.33, -1.66, -0.71], [-7.97, 1.24, -0.22], [1.32, -1.95, 6.11], [-9.04, 1.38, -0.35], [-2.25, 4.09, -6.10], [2.42, 5.47, -3.74], [0.62, -1.48, -1.83], [4.12, -2.14, -2.55], [5.09, 2.73, -2.94], [-5.24, 0.92, 0.06], [4.02, -0.77, -2.61], [1.98, 2.76, -0.65], [-2.21, 2.30, -6.27], [4.92, -3.54, -1.11], [2.20, -2.52, 6.38], [-1.62, 1.76, -4.68], [-1.26, 4.52, -6.13], [0.36, -4.34, 3.78], [5.02, -1.36, -0.72], [4.34, 3.64, -3.58], [3.10, -2.45, -4.30], [-2.07, -1.86, -3.84], [-0.44, -2.08, -2.39], [5.50, -1.20, 0.23], [-0.64, -3.45, -2.26], [0.04, 0.09, 6.17], [3.32, 0.06, -3.91], [-1.32, -1.30, -3.29], [-7.87, 2.65, -2.66], [-1.91, -0.83, 0.11]], "mulliken_charge": [-0.297, 0.343, 0.013, 0.369, 1.188, -0.708, 0.338, -0.163, -0.753, 1.545, -0.891, 0.257, 0.363, -0.607, 0.449, 0.416, 0.380, -0.570, 0.366, 0.264, -0.443, -0.500, -0.656, -0.504, 0.411, 0.326, -0.466, 0.194, 0.742, 0.341, -0.234, 0.410, 0.099, 0.338, 0.360, 0.479, -0.964, -0.589, 0.439, 0.451, 0.443, -0.929, -1.356, -0.764, -0.685, 0.426, -0.531, 0.392, -1.142, 0.534, 0.352, -0.413, -1.062, -0.456, 0.341, -0.127, 0.547, 0.730, 0.234, -0.546, 0.120, -0.163, 0.589, -0.564, -0.002, 0.207, -0.226, 0.773, 0.553, 0.310, -0.423, -0.225, 0.358, -0.766, 0.314, 0.613, 0.237, -0.527, 0.245, 0.047, -0.431, -0.116, 0.485, 0.396, 0.391, 0.247, -0.622, -0.986, -0.497, 0.272, 0.316, 1.153, 0.516, -0.761, 0.740, -0.436, -1.480, -0.249, -0.933]}

=====

Entry 2:
{"formula": "C40H36BrIN4O9S4Ta", "method": "ωB97M-V/def2-TZVPD", "orbital_gap_ha": 0.251, "e_above_lowest_kcal_mol": 31.3, "total_charge": 1, "homo_energy_ha": -0.3698, "total_energy_ha": -6963.47345, "species": ["C", "O", "C", "H", "H", "Ta", "H", "H", "H", "H", "C", "C", "H", "C", "H", "S", "O", "C", "H", "Br", "H", "S", "O", "C", "C", "C", "C", "H", "H", "H", "C", "C", "C", "C", "C", "H", "O", "H", "C", "N", "C", "H", "N", "C", "C", "H", "H", "H", "H", "H", "H", "S", "O", "O", "H", "C", "H", "H", "H", "C", "C", "I", "H", "C", "N", "O", "H", "C", "C", "H", "C", "C", "H", "C", "H", "C", "O", "C", "O", "S", "C", "C", "N", "C", "C", "C", "H", "C", "H", "H", "C", "H", "C", "H", "C", "C"], "positions_angstrom": [[-2.60, 4.13, -0.57], [0.51, -0.71, 1.40], [-1.79, 3.06, -0.16], [2.71, -0.87, 4.58], [0.23, -4.13, 6.56], [0.06, 0.34, -0.08], [-1.65, 6.37, 1.78], [5.15, -1.34, 4.57], [-4.21, 2.42, -3.02], [-3.17, -0.82, 5.29], [0.98, -1.06, -3.49], [2.04, 3.73, 1.92], [-5.72, -3.86, -3.16], [3.20, 6.24, 2.02], [1.97, -2.03, -6.57], [-0.33, -1.50, -2.34], [1.78, -0.32, -0.94], [-3.47, 3.89, -1.65], [-3.89, -5.08, -2.04], [-1.95, -4.42, -0.02], [0.42, -2.69, -4.74], [1.37, 2.12, 1.87], [1.32, 1.61, 3.21], [1.05, -1.82, -4.64], [-0.89, 4.37, 1.62], [1.75, 0.12, -3.38], [2.53, 4.29, 0.76], [3.29, 8.25, 2.76], [-4.09, 4.70, -2.02], [-3.05, -2.42, 6.04], [3.11, 5.55, 0.81], [-1.02, -1.09, 3.89], [4.39, -2.27, 1.40], [3.04, -2.00, 1.40], [-4.46, -1.34, -1.30], [-5.01, -2.40, 4.55], [-0.73, -0.08, -1.91], [2.80, 6.16, 4.13], [2.14, 4.38, 3.15], [-0.10, 2.06, 1.13], [-0.88, 3.20, 0.91], [4.86, 7.51, 2.46], [-1.87, 1.82, -0.70], [-3.21, -3.38, -0.95], [4.55, -1.53, 3.68], [-4.63, -0.30, -1.06], [-6.14, -1.48, -2.63], [4.86, -2.68, 0.51], [2.44, -2.19, 0.52], [-0.30, 4.48, 2.52], [2.48, 3.75, -0.18], [2.01, 0.90, -1.81], [-1.32, -2.18, -3.09], [0.86, 1.78, -1.39], [3.18, 1.40, -4.31], [-3.00, -1.87, 5.09], [-0.29, -3.58, 4.17], [-0.88, -2.86, 7.09], [3.28, 0.05, -6.39], [3.84, 7.59, 2.08], [-4.05, -4.03, -1.85], [-2.31, -0.97, 0.73], [-4.03, -1.80, 3.21], [-2.73, 1.62, -1.68], [0.31, -1.40, 3.61], [2.14, 1.34, 0.89], [0.59, -2.44, 6.19], [0.99, -1.18, 2.58], [-0.96, -3.29, 4.97], [-3.78, -3.44, 3.81], [5.15, -2.03, 2.53], [-3.40, -2.02, -0.71], [-2.79, 0.62, -2.08], [1.90, -1.42, -5.68], [6.22, -2.23, 2.53], [2.72, 5.63, 3.18], [3.27, 1.53, -1.82], [-3.54, 2.64, -2.20], [0.07, -2.12, -1.08], [-1.76, 0.36, 3.46], [-2.51, 5.36, 0.12], [-5.30, -2.00, -2.18], [-1.62, -2.03, 4.61], [2.63, -0.26, -5.58], [2.44, -1.49, 2.55], [-4.02, -2.41, 4.10], [-3.11, 6.20, -0.20], [-1.69, 5.45, 1.21], [3.89, 8.06, 1.10], [-1.74, -4.05, 5.04], [2.57, 0.51, -4.42], [1.77, 3.90, 4.05], [-0.21, -3.17, 6.28], [3.50, 6.00, -0.09], [3.19, -1.27, 3.70], [-5.08, -3.34, -2.47]], "mulliken_charge": [0.727, 1.014, -0.286, 0.498, 0.401, 0.231, 0.449, 0.433, 0.497, 0.548, -0.254, -1.129, 0.411, 1.037, 0.432, 1.406, -0.265, -0.738, 0.447, -0.087, 0.585, 2.110, -0.749, -0.570, -0.167, -0.020, -0.488, 0.389, 0.464, 0.414, -1.054, 0.115, -0.985, 0.171, -0.340, 0.439, -0.154, 0.432, 0.029, 0.916, -0.010, 0.306, 0.640, 0.223, -0.811, 0.624, 0.417, 0.469, 0.647, 0.682, 0.344, 1.664, -0.650, -0.436, 0.555, -1.054, 0.303, 0.324, 0.420, -1.510, -0.476, -0.102, -0.013, -0.614, 0.044, -0.659, 0.199, -0.888, -0.537, 0.293, -0.474, 0.478, 1.178, -0.726, 0.414, -0.904, -0.698, -1.658, -0.236, -0.276, -1.001, -0.838, 0.278, -0.702, 0.682, -0.747, 0.457, -0.890, 0.380, 0.447, -0.560, 0.599, -1.056, 0.393, -0.541, -0.701]}